# C5H12N3O2S

The ion C5H12N3O2S with charge +1 at a distorted geometry (ωB97M-V/def2-TZVPD, the OMol25 dataset).

Geometry (Å):
C -3.057 0.510 0.023
C -1.821 1.333 -0.354
C -0.680 0.458 -0.780
C 0.178 -0.133 0.089
N 0.041 0.107 1.535
N 1.208 -0.954 -0.208
S 2.135 -1.769 0.982
C 3.768 -1.070 0.633
N -0.587 0.177 -2.182
O 0.352 -0.516 -2.558
O -1.436 0.629 -2.902
H -2.862 -0.186 0.838
H -3.400 -0.058 -0.837
H -3.859 1.174 0.326
H -2.087 1.969 -1.200
H -1.529 1.986 0.471
H -0.850 -0.258 1.895
H 0.861 -0.454 1.938
H 0.100 1.106 1.772
H 1.265 -1.188 -1.212
H 4.447 -1.531 1.343
H 3.759 0.007 0.765
H 4.055 -1.339 -0.379

The maximum force is 1.3 eV Å⁻¹. The value obtained for the HOMO energy is -12.973 eV. Its energy relative to the best compared isomer or geometry (same formula, charge and spin) is 3.167 eV. For the molar mass, the calculation gives 178.2 g/mol. As for the total charge: +1. As for the multiplicity: 1. Its structure (SMILES) is CC/C(=C(\[NH3+])NSC)[N+](=O)[O-].